No. 1
A structure of composition C16H37N6RuSb, computed with the ωB97M-V functional and the def2-TZVPD basis.

Last column: Mulliken charge in e.
Positions of all 61 atoms, in Å:
1 Ru 0.86 0.37 -0.39  0.07
2 C 2.42 0.99 2.06  -0.79
3 C 3.45 0.57 1.03  -0.67
4 N 2.95 0.81 -0.35  0.02
5 C 3.13 2.19 -0.90  -0.68
6 C 2.15 3.16 -0.27  -0.86
7 N 0.79 2.54 -0.14  -0.16
8 C 0.13 2.85 1.18  -0.81
9 C 0.04 1.61 2.08  -0.38
10 N 1.03 0.59 1.65  -0.04
11 H 2.65 0.55 3.03  0.55
12 H 2.42 2.07 2.20  0.28
13 H 4.39 1.08 1.21  0.36
14 H 3.63 -0.51 1.11  0.37
15 H 3.49 0.21 -0.96  0.17
16 H 4.16 2.53 -0.75  0.45
17 H 2.96 2.11 -1.98  0.40
18 H 2.49 3.47 0.71  0.32
19 H 2.09 4.06 -0.88  0.49
20 H 0.20 2.93 -0.87  0.41
21 H 0.69 3.66 1.66  0.36
22 H -0.87 3.24 1.00  0.50
23 H 0.20 1.88 3.12  0.59
24 H -0.95 1.16 2.01  0.07
25 H 0.79 -0.28 2.13  0.33
26 C -3.51 -2.48 1.65  -0.65
27 C -2.13 -2.23 2.22  -0.72
28 N -1.36 -1.42 1.26  0.21
29 C -1.93 -0.57 0.39  -0.23
30 N -1.10 0.06 -0.50  0.70
31 C -1.81 0.67 -1.64  -1.13
32 C -2.93 1.55 -1.13  -0.38
33 C -3.92 0.67 -0.39  -0.84
34 N -3.23 -0.35 0.43  0.08
35 C -4.14 -1.15 1.28  -0.65
36 H -4.14 -2.98 2.39  0.38
37 H -3.45 -3.13 0.78  0.29
38 H -1.59 -3.16 2.39  0.43
39 H -2.19 -1.70 3.17  0.27
40 H -0.46 -1.77 0.96  0.11
41 H -2.21 -0.12 -2.29  0.40
42 H -1.10 1.24 -2.24  0.39
43 H -3.44 2.06 -1.94  0.44
44 H -2.53 2.32 -0.46  0.05
45 H -4.56 0.14 -1.09  0.44
46 H -4.56 1.24 0.28  0.41
47 H -5.06 -1.29 0.71  0.41
48 H -4.38 -0.56 2.16  0.33
49 C 0.25 -3.71 -1.49  -1.17
50 Sb 1.45 -1.98 -1.36  0.66
51 C 3.45 -2.64 -1.61  -1.24
52 C 1.01 -0.74 -3.04  -1.04
53 H 0.45 -4.19 -2.45  0.46
54 H -0.80 -3.44 -1.43  0.36
55 H 0.51 -4.39 -0.68  0.42
56 H 3.44 -3.44 -2.35  0.43
57 H 3.83 -3.03 -0.67  0.44
58 H 4.08 -1.84 -1.98  0.41
59 H 1.77 -0.81 -3.81  0.55
60 H 0.97 0.33 -2.74  0.19
61 H 0.03 -0.99 -3.45  0.43

As for the charge: +3. As for the spin multiplicity: 2. The gap between HOMO and LUMO (alpha / beta) comes out at 8.5 / 7.6 eV. For the energy above the lowest of the compared OMol25 structures with the same formula, charge and spin, the calculation gives 0.000 eV.

***

No. 2
A structure of composition C16H37O5PPdS3Si, computed with the ωB97M-V functional and the def2-TZVPD basis.

Last column: Mulliken charge in e.
Positions of all 64 atoms, in Å:
1 Pd -0.85 0.06 -0.52  -0.52
2 C -3.58 -0.10 -3.26  -1.21
3 C -3.90 -0.46 -1.83  -0.02
4 O -3.24 -1.70 -1.50  -0.28
5 P -2.12 -1.78 -0.35  0.44
6 S -1.63 2.10 -0.23  -0.65
7 S -1.55 -3.62 -0.21  -0.52
8 O -2.88 -1.29 0.98  -0.28
9 C -3.99 -2.05 1.49  -0.45
10 C -3.61 -2.63 2.83  -1.10
11 H -4.20 0.75 -3.58  0.38
12 H -3.77 -0.94 -3.92  0.31
13 H -2.53 0.19 -3.35  0.21
14 H -4.97 -0.63 -1.68  0.31
15 H -3.59 0.33 -1.15  0.16
16 H -4.25 -2.84 0.79  0.42
17 H -4.83 -1.37 1.57  0.31
18 H -2.83 -3.37 2.71  0.20
19 H -4.48 -3.10 3.30  0.41
20 H -3.25 -1.84 3.50  0.27
21 C 2.94 -0.90 2.61  -1.39
22 C 1.45 -0.91 2.28  1.58
23 C 0.75 0.26 2.94  -1.68
24 C 0.81 -2.22 2.70  -1.02
25 O 1.28 -0.72 0.87  0.39
26 Si 1.94 -1.43 -0.47  0.54
27 S 0.70 -0.89 -2.05  -0.83
28 O 2.05 -3.02 -0.10  0.49
29 C 2.67 -4.12 -0.77  1.62
30 C 2.70 -3.90 -2.28  -1.56
31 C 1.84 -5.34 -0.43  -1.57
32 C 4.09 -4.26 -0.23  -1.51
33 O 3.52 -0.96 -0.68  0.38
34 C 4.07 0.27 -1.15  1.61
35 C 5.49 0.32 -0.61  -1.77
36 C 3.27 1.47 -0.64  -1.34
37 C 4.09 0.25 -2.68  -1.60
38 H 3.09 -1.02 3.69  0.54
39 H 3.40 0.04 2.30  0.23
40 H 3.45 -1.72 2.10  0.13
41 H 0.80 0.16 4.03  0.44
42 H -0.30 0.29 2.64  0.15
43 H 1.21 1.20 2.64  0.36
44 H 0.94 -2.37 3.78  0.51
45 H 1.26 -3.06 2.17  -0.03
46 H -0.26 -2.22 2.48  0.03
47 H 1.69 -3.69 -2.65  0.29
48 H 3.08 -4.79 -2.78  0.53
49 H 3.33 -3.05 -2.54  0.20
50 H 0.80 -5.17 -0.73  0.24
51 H 1.86 -5.53 0.64  0.32
52 H 2.22 -6.23 -0.95  0.42
53 H 4.64 -3.33 -0.39  0.10
54 H 4.62 -5.08 -0.73  0.45
55 H 4.06 -4.47 0.84  0.31
56 H 5.47 0.31 0.48  0.36
57 H 6.01 1.22 -0.95  0.39
58 H 6.05 -0.56 -0.95  0.34
59 H 3.30 1.51 0.45  0.20
60 H 2.23 1.41 -0.96  0.17
61 H 3.70 2.40 -1.04  0.54
62 H 4.65 -0.61 -3.03  0.31
63 H 4.56 1.16 -3.07  0.48
64 H 3.07 0.19 -3.06  0.25

As for the charge: -1. As for the spin multiplicity: 2. The gap between HOMO and LUMO (alpha / beta) comes out at 7.0 / 6.4 eV. For the energy above the lowest of the compared OMol25 structures with the same formula, charge and spin, the calculation gives 0.000 eV.

***

No. 3
A cluster of 2 separate species, C16H38BBrN3O6P2 in total, computed with the ωB97M-V functional and the def2-TZVPD basis.

Last column: Mulliken charge in e.
Positions of all 67 atoms, in Å:
1 C -0.13 -2.13 -1.90  -1.38
2 C 0.74 -0.96 -1.40  0.40
3 B 1.83 -0.47 -2.43  0.29
4 O 2.87 -1.34 -2.71  -0.61
5 N 1.89 0.87 -3.11  0.12
6 C 0.65 1.36 -3.66  -0.80
7 Br -0.21 0.01 -4.74  -0.09
8 C -0.38 1.95 -2.68  -0.59
9 N -1.14 2.96 -3.28  -0.32
10 C -2.38 3.22 -3.14  0.76
11 C -2.83 4.40 -2.32  -1.26
12 C -3.45 2.42 -3.80  -1.19
13 N 0.34 2.51 -1.44  0.19
14 C 1.71 3.01 -1.78  -1.50
15 C 2.60 1.87 -2.30  0.01
16 P 3.94 2.56 -3.43  -0.03
17 C 4.48 4.10 -2.63  -1.08
18 O 3.09 3.10 -4.74  -0.51
19 H -0.48 -2.72 -1.06  0.31
20 H 0.43 -2.79 -2.56  0.32
21 H -1.01 -1.76 -2.42  0.34
22 H 1.31 -1.36 -0.55  0.28
23 H 0.10 -0.18 -0.98  -0.15
24 H 3.55 -1.34 -2.04  0.31
25 H 0.90 2.15 -4.37  0.64
26 H -1.06 1.16 -2.36  0.49
27 H -3.86 4.69 -2.55  0.41
28 H -2.71 4.16 -1.26  0.28
29 H -2.19 5.25 -2.58  0.36
30 H -3.08 1.47 -4.18  0.30
31 H -3.83 3.00 -4.65  0.37
32 H -4.29 2.23 -3.13  0.39
33 H 0.42 1.82 -0.69  0.45
34 H -0.24 3.27 -1.09  0.46
35 H 1.58 3.82 -2.49  0.56
36 H 2.17 3.40 -0.88  0.39
37 H 3.17 1.41 -1.50  0.66
38 H 5.10 4.64 -3.35  0.37
39 H 5.11 3.87 -1.77  0.35
40 H 3.68 4.79 -2.35  0.35
41 H 3.42 2.67 -5.53  0.35
42 O 0.22 -2.08 2.52  -0.55
43 P -0.70 -2.42 3.61  0.93
44 O -0.97 -1.21 4.61  -0.38
45 C -1.54 0.02 4.13  -0.24
46 C -3.03 -0.10 3.87  -0.96
47 O 0.08 -3.38 4.64  -0.38
48 C 1.34 -3.96 4.32  -0.19
49 C 2.47 -3.18 4.96  -1.19
50 O -2.09 -3.15 3.59  -0.28
51 C -2.18 -4.54 3.17  -0.23
52 C -2.35 -5.44 4.38  -1.07
53 H -1.01 0.34 3.23  0.19
54 H -1.36 0.75 4.91  0.31
55 H -3.23 -0.76 3.02  0.25
56 H -3.45 0.88 3.64  0.41
57 H -3.54 -0.51 4.74  0.26
58 H 1.48 -4.03 3.24  0.31
59 H 1.32 -4.98 4.71  0.31
60 H 2.42 -2.13 4.69  0.28
61 H 3.44 -3.58 4.65  0.37
62 H 2.41 -3.25 6.05  0.31
63 H -1.30 -4.81 2.58  0.27
64 H -3.05 -4.60 2.53  0.40
65 H -1.39 -5.63 4.87  0.21
66 H -2.77 -6.39 4.07  0.39
67 H -3.00 -4.97 5.11  0.30

As for the charge: +1. As for the spin multiplicity: 1. The gap between HOMO and LUMO comes out at 8.3 eV.

***

No. 4
A structure of composition C16H38BINO9S, computed with the ωB97M-V functional and the def2-TZVPD basis.

Last column: Mulliken charge in e.
Positions of all 67 atoms, in Å:
1 O 0.69 -3.98 -1.48  -0.49
2 B -0.35 -3.71 -2.33  0.52
3 O -1.52 -3.27 -1.83  -0.47
4 C -0.16 -4.02 -3.89  0.56
5 C -0.05 -5.50 -4.09  -0.74
6 N 0.30 -5.80 -5.54  -0.41
7 I 2.41 -6.15 -5.63  0.39
8 C -0.15 -4.72 -6.55  0.02
9 S 1.24 -3.87 -7.29  -0.10
10 C -1.24 -3.74 -6.00  -0.84
11 O -1.30 -3.58 -4.61  -0.42
12 H 1.53 -3.73 -1.87  0.32
13 H -2.00 -2.71 -2.45  0.29
14 H 0.74 -3.50 -4.26  0.14
15 H -0.99 -5.98 -3.87  0.36
16 H 0.72 -5.92 -3.46  0.25
17 H -0.06 -6.71 -5.83  0.42
18 H -0.60 -5.27 -7.37  0.37
19 H 0.97 -2.62 -6.92  0.16
20 H -1.04 -2.77 -6.46  0.36
21 H -2.22 -4.05 -6.37  0.33
22 C -0.66 -0.77 0.31  -0.54
23 O -1.08 0.23 -0.61  -0.24
24 C -2.47 0.49 -0.50  -0.53
25 C -2.82 1.81 -1.15  -0.46
26 O -2.53 2.94 -0.35  -0.46
27 C -1.16 3.33 -0.26  -0.04
28 C -0.65 4.05 -1.48  -0.82
29 O -0.33 3.13 -2.52  -0.21
30 C -0.25 3.76 -3.77  -0.80
31 H -1.17 -1.71 0.11  0.35
32 H 0.41 -0.90 0.18  0.24
33 H -0.85 -0.46 1.34  0.10
34 H -2.77 0.52 0.55  0.33
35 H -3.03 -0.31 -1.01  0.35
36 H -3.90 1.83 -1.29  0.40
37 H -2.35 1.89 -2.14  0.22
38 H -0.52 2.49 0.00  0.15
39 H -1.13 4.04 0.57  0.29
40 H 0.26 4.61 -1.21  0.43
41 H -1.41 4.76 -1.83  0.37
42 H -1.21 4.22 -4.05  0.34
43 H 0.00 3.00 -4.51  0.22
44 H 0.52 4.54 -3.79  0.32
45 C 1.87 1.18 8.59  -0.77
46 O 1.67 1.86 7.37  -0.26
47 C 2.88 2.39 6.86  -0.58
48 C 2.74 2.74 5.40  -0.39
49 O 2.85 1.62 4.53  -0.46
50 C 1.73 0.75 4.45  -0.57
51 C 0.59 1.29 3.62  -0.18
52 O -0.17 2.23 4.35  -0.32
53 C -0.94 3.06 3.51  -0.71
54 H 2.27 1.84 9.36  0.32
55 H 0.90 0.80 8.91  0.23
56 H 2.54 0.32 8.46  0.32
57 H 3.70 1.67 6.98  0.34
58 H 3.14 3.31 7.42  0.44
59 H 3.58 3.38 5.13  0.38
60 H 1.82 3.29 5.22  0.18
61 H 1.38 0.46 5.45  0.24
62 H 2.10 -0.15 3.95  0.38
63 H -0.06 0.46 3.33  0.20
64 H 1.00 1.75 2.71  0.29
65 H -0.30 3.64 2.84  0.28
66 H -1.50 3.74 4.14  0.36
67 H -1.65 2.47 2.91  0.25

As for the charge: +1. As for the spin multiplicity: 1. The gap between HOMO and LUMO comes out at 4.7 eV.

***

No. 5
A structure of composition C16H38CdF3O6, computed with the ωB97M-V functional and the def2-TZVPD basis.

Last column: Mulliken charge in e.
Positions of all 64 atoms, in Å:
1 Cd 5.73 16.12 15.42  2.02
2 C 2.98 16.53 17.26  -0.78
3 O 2.14 16.90 16.18  -0.08
4 O 4.15 16.18 16.78  -0.14
5 C 3.05 17.74 18.23  0.48
6 F 3.02 18.92 17.60  -0.28
7 F 2.03 17.72 19.10  -0.28
8 F 4.18 17.75 18.99  -0.29
9 C 0.74 16.94 16.47  -0.38
10 C 0.05 17.48 15.23  -1.07
11 H 0.28 18.54 15.08  0.30
12 H 0.30 16.92 14.33  0.10
13 H -1.04 17.40 15.30  0.47
14 H 0.54 17.63 17.29  0.31
15 H 0.41 15.93 16.72  0.33
16 H 2.48 15.70 17.80  0.27
17 C 6.80 20.10 13.90  -1.44
18 C 6.68 19.21 15.13  0.55
19 C 6.64 19.98 16.47  -0.81
20 O 5.57 18.30 15.01  -0.41
21 H 5.81 20.54 13.68  0.35
22 H 7.10 19.57 13.00  0.34
23 H 7.43 20.97 14.07  0.41
24 H 7.61 18.63 15.16  0.13
25 H 7.21 19.45 17.23  -0.03
26 H 5.61 20.12 16.78  0.22
27 H 7.09 20.96 16.35  0.41
28 H 4.75 18.81 14.99  0.19
29 C 3.89 12.88 15.22  -0.90
30 C 5.33 12.66 14.83  0.57
31 C 5.55 12.31 13.40  -1.35
32 O 6.08 13.89 15.18  -0.47
33 H 3.28 13.16 14.37  0.00
34 H 3.83 13.72 15.92  -0.01
35 H 3.49 12.03 15.76  0.47
36 H 5.80 11.91 15.48  0.45
37 H 5.06 11.37 13.17  0.37
38 H 6.62 12.19 13.20  0.41
39 H 5.21 13.12 12.75  0.23
40 H 7.01 13.69 15.31  0.22
41 C 6.68 15.14 18.90  -1.29
42 C 7.15 16.45 18.29  0.93
43 C 8.39 16.98 18.98  -1.25
44 O 7.42 16.26 16.86  -0.30
45 H 6.59 15.25 19.98  0.42
46 H 7.37 14.33 18.63  0.31
47 H 5.72 14.83 18.48  0.11
48 H 6.32 17.14 18.40  -0.15
49 H 8.30 16.84 20.05  0.38
50 H 8.54 18.06 18.87  0.31
51 H 9.32 16.51 18.65  0.34
52 H 8.26 15.79 16.86  0.28
53 C 2.76 17.40 13.11  -1.38
54 C 3.10 15.93 13.30  1.10
55 C 2.65 15.09 12.11  -1.39
56 O 4.54 15.78 13.48  -0.46
57 H 3.23 17.89 12.26  0.42
58 H 2.90 17.95 14.04  0.04
59 H 1.67 17.48 12.96  0.42
60 H 2.55 15.56 14.16  -0.11
61 H 2.80 14.03 12.31  0.30
62 H 3.20 15.32 11.19  0.39
63 H 1.59 15.26 11.93  0.41
64 H 4.93 15.92 12.61  0.29

As for the charge: +1. As for the spin multiplicity: 1. The gap between HOMO and LUMO comes out at 8.5 eV. For the energy above the lowest of the compared OMol25 structures with the same formula, charge and spin, the calculation gives 0.393 eV.

***

No. 6
A cluster of 11 separate species, C16H39F3N10O24 in total, computed with the ωB97M-V functional and the def2-TZVPD basis.

Last column: Mulliken charge in e.
Positions of all 92 atoms, in Å:
1 C 7.60 -0.87 1.32  -0.68
2 O 6.43 -0.60 0.58  -0.47
3 C 5.32 -0.23 1.38  0.29
4 C 5.03 1.27 1.24  -0.72
5 C 3.57 1.70 1.04  -0.43
6 O 2.67 0.63 0.67  -0.14
7 C 2.20 -0.05 1.67  0.32
8 O 2.49 0.01 2.83  -0.44
9 O 1.31 -0.99 1.17  -0.01
10 C 0.11 -1.07 1.78  0.60
11 F -0.79 -1.41 0.87  -0.27
12 F -0.27 0.06 2.35  -0.11
13 F 0.08 -2.03 2.72  -0.29
14 H 8.44 -0.88 0.62  0.27
15 H 7.54 -1.85 1.80  0.26
16 H 7.78 -0.10 2.07  0.32
17 H 4.48 -0.84 1.05  -0.06
18 H 5.53 -0.48 2.42  0.27
19 H 5.38 1.78 2.14  0.27
20 H 5.65 1.64 0.42  0.30
21 H 3.18 2.20 1.92  0.34
22 H 3.49 2.41 0.21  0.41
23 C -1.59 -4.65 1.18  -0.58
24 N -2.93 -5.19 0.83  0.93
25 O -3.77 -5.25 1.70  -0.56
26 O -3.10 -5.53 -0.32  -0.57
27 H -1.60 -4.38 2.23  0.26
28 H -0.85 -5.42 0.97  0.35
29 H -1.42 -3.78 0.55  0.15
30 C -1.26 2.88 2.97  -0.40
31 N -0.79 4.27 2.77  1.03
32 O -1.62 5.16 2.74  -0.59
33 O 0.41 4.43 2.62  -0.57
34 H -2.34 2.89 3.07  0.30
35 H -0.95 2.32 2.09  0.01
36 H -0.78 2.50 3.86  0.31
37 C 3.42 -3.00 4.45  -0.63
38 N 4.65 -2.56 5.17  0.96
39 O 5.51 -2.00 4.53  -0.54
40 O 4.70 -2.80 6.36  -0.58
41 H 3.51 -2.72 3.41  0.14
42 H 3.35 -4.08 4.57  0.33
43 H 2.58 -2.51 4.92  0.30
44 C 1.24 -3.53 -2.02  -0.87
45 N 1.93 -3.57 -0.70  0.97
46 O 2.94 -2.93 -0.55  -0.53
47 O 1.41 -4.26 0.16  -0.55
48 H 1.80 -2.87 -2.67  0.34
49 H 1.21 -4.54 -2.39  0.35
50 H 0.24 -3.15 -1.85  0.29
51 C -3.01 -1.48 3.91  -0.66
52 N -3.46 -0.40 4.84  0.91
53 O -3.83 0.65 4.36  -0.53
54 O -3.42 -0.66 6.03  -0.54
55 H -3.10 -1.10 2.90  0.29
56 H -1.98 -1.70 4.16  0.17
57 H -3.64 -2.34 4.07  0.37
58 C -5.01 -5.36 -3.65  -0.62
59 N -4.18 -4.69 -4.70  0.90
60 O -4.70 -3.83 -5.38  -0.53
61 O -3.03 -5.06 -4.81  -0.51
62 H -6.00 -4.93 -3.68  0.30
63 H -5.02 -6.42 -3.89  0.28
64 H -4.52 -5.19 -2.70  0.20
65 C -0.82 3.87 -1.02  -0.67
66 N -0.18 2.53 -0.95  0.86
67 O 0.23 2.02 -1.97  -0.57
68 O -0.11 2.02 0.16  -0.47
69 H -0.81 4.20 -2.05  0.26
70 H -1.83 3.77 -0.65  0.23
71 H -0.24 4.53 -0.39  0.26
72 C 0.70 7.90 -3.89  -0.72
73 N 0.10 6.62 -3.41  0.83
74 O 0.61 5.58 -3.77  -0.50
75 O -0.87 6.71 -2.69  -0.48
76 H 1.55 7.66 -4.52  0.31
77 H -0.07 8.43 -4.44  0.28
78 H 0.99 8.46 -3.01  0.29
79 C -2.02 -2.03 -6.23  -0.64
80 N -0.84 -1.50 -5.50  0.84
81 O -0.03 -0.84 -6.11  -0.53
82 O -0.77 -1.78 -4.32  -0.48
83 H -1.95 -1.70 -7.26  0.29
84 H -1.99 -3.11 -6.15  0.22
85 H -2.90 -1.64 -5.74  0.30
86 C -5.87 5.28 -1.52  -0.76
87 N -4.55 4.58 -1.49  0.89
88 O -4.40 3.61 -2.21  -0.53
89 O -3.71 5.02 -0.73  -0.49
90 H -6.51 4.77 -2.23  0.31
91 H -6.27 5.24 -0.51  0.29
92 H -5.67 6.31 -1.81  0.28

As for the structure (SMILES): COCCCOC(=O)OC(F)(F)F.C[N+](=O)[O-].C[N+](=O)[O-].C[N+](=O)[O-].C[N+](=O)[O-].C[N+](=O)[O-].C[N+](=O)[O-].C[N+](=O)[O-].C[N+](=O)[O-].C[N+](=O)[O-].C[N+](=O)[O-]. As for the charge: 0. As for the spin multiplicity: 1. The gap between HOMO and LUMO comes out at 9.4 eV.